No. 1
A cluster of 6 separate species, C45H100BrN5 in total in a non-equilibrium geometry, computed with ωB97M-V/def2-TZVPD.

Summary:
frontier orbital gap	7.626	eV
strongest force on any atom	0.0703	hartree/bohr
energy above the lowest of the compared OMol25 structures with the same formula, charge and spin	293.4	kJ/mol
HOMO energy	-14.195	eV
LUMO level	-6.57	eV
net charge	+4
DFT total energy	-4621.0530	a.u.

The geometry in XYZ format:
```
151
Properties=species:S:1:pos:R:3:forces:R:3:mulliken_charge:R:1
C -2.43148 4.96481 -4.89191 -0.1 0.3 1.2 -1.248
C -2.95654 4.47431 -3.48243 0.7 -0.1 -0.1 -0.723
C -3.17072 5.59171 -2.43730 -0.5 0.5 -0.5 -0.279
C -3.79257 5.15568 -1.13140 -1.5 0.3 -0.6 -0.932
N -4.07621 6.31331 -0.17113 -0.5 0.8 1.8 0.277
C -2.86939 6.87535 0.59593 0.9 -0.5 -1.0 -0.563
C -2.30682 8.09887 -0.18278 -0.7 -0.1 0.3 -0.574
C -3.41957 8.41837 -1.22716 1.5 0.1 -0.7 -0.398
C -4.59819 7.61518 -0.82262 -0.7 0.1 -0.1 -0.732
C -5.10380 5.90824 0.92234 -0.1 -0.2 -0.8 -1.083
H -3.09845 5.67229 -5.38456 -0.3 -0.1 0.2 0.373
H -2.22826 4.17899 -5.61944 -0.1 -0.2 0.4 0.385
H -1.50431 5.51548 -4.73314 0.2 0.0 0.0 0.251
H -2.25738 3.78122 -3.01457 0.4 -0.2 -0.3 0.433
H -3.85507 3.86750 -3.59439 -0.3 0.3 -0.1 0.353
H -3.91545 6.26592 -2.86029 0.3 0.3 -0.2 0.238
H -2.28774 6.17026 -2.16577 0.4 -0.2 -0.7 0.330
H -3.29045 4.29837 -0.68310 0.1 0.4 0.6 0.503
H -4.82089 4.89696 -1.38387 0.0 -0.7 0.1 0.343
H -3.21841 7.13780 1.59463 0.2 -0.1 -0.2 0.424
H -2.13467 6.07043 0.61551 -0.1 0.0 0.4 0.338
H -2.10355 8.87772 0.55218 -0.3 0.2 -0.2 0.312
H -1.34622 7.90846 -0.66141 -0.2 -0.3 0.0 0.309
H -3.70077 9.46725 -1.32136 0.2 0.0 0.2 0.503
H -3.08227 8.09947 -2.21339 0.1 0.3 0.1 0.151
H -5.09010 8.27858 -0.11127 -0.3 -0.9 0.7 0.424
H -5.31699 7.47021 -1.62910 0.1 -0.6 0.1 0.315
H -5.21484 6.80491 1.53205 -0.3 -0.4 0.0 0.474
H -4.87530 5.03154 1.52837 1.1 0.2 -0.1 0.407
H -6.03570 5.56082 0.47628 -0.1 0.7 -0.4 0.380
C 2.33508 5.75747 -2.67887 0.3 -0.4 0.9 -1.237
C 2.73699 4.26179 -2.54702 0.6 0.3 -1.4 -0.376
C 2.95109 3.66988 -3.96902 -1.0 -0.6 0.1 -0.402
C 3.25636 2.17706 -3.93828 -0.8 -0.1 -0.2 -1.013
N 3.32880 1.47344 -5.31011 1.1 -1.6 0.2 0.138
C 2.10635 1.44501 -6.25482 -1.0 0.8 1.8 -0.636
C 1.02891 0.57524 -5.49117 1.0 0.4 0.1 -0.573
C 1.89542 -0.55721 -4.88349 0.9 0.3 -0.9 -0.548
C 3.36225 -0.05207 -5.08500 0.1 0.3 0.1 -0.771
C 4.64628 1.91534 -5.98558 -1.8 1.1 -0.4 -0.984
H 1.47457 5.89447 -3.33374 0.0 -0.1 0.0 0.268
H 3.12124 6.43535 -3.01133 0.2 -0.4 -0.3 0.357
H 2.09901 6.13316 -1.68326 -0.3 0.0 0.0 0.377
H 1.92876 3.67029 -2.11693 0.0 0.1 0.3 0.306
H 3.64641 4.09966 -1.96841 -0.1 0.3 0.3 0.364
H 3.67481 4.16132 -4.61926 -0.1 0.4 0.3 0.380
H 1.93945 3.79201 -4.35602 0.1 0.0 -0.8 0.196
H 2.50882 1.61852 -3.37499 -0.2 0.2 0.0 0.428
H 4.19787 2.01215 -3.41439 0.2 -0.3 -0.4 0.363
H 2.42944 0.93040 -7.15974 0.0 0.4 0.0 0.445
H 1.77109 2.47441 -6.38140 0.1 -0.1 -0.5 0.427
H 0.21138 0.23684 -6.12775 0.4 -0.1 -0.3 0.458
H 0.51159 1.11957 -4.70112 0.3 0.4 0.0 0.224
H 1.82149 -1.44418 -5.51272 -0.1 -0.1 0.2 0.342
H 1.67613 -0.83807 -3.85337 -0.1 0.3 -0.1 0.416
H 3.77005 -0.36396 -6.04652 -0.1 -0.6 0.3 0.464
H 4.06790 -0.31121 -4.29569 -0.1 0.1 0.0 0.381
H 4.86710 1.35743 -6.89556 0.1 -0.6 0.5 0.419
H 5.44878 2.02610 -5.25631 -0.1 -0.5 -0.2 0.318
H 4.40832 2.90277 -6.38113 0.2 0.2 0.2 0.456
C 4.81295 -0.78738 1.24856 -0.3 0.1 -0.5 -1.106
C 5.31977 0.42465 2.05256 0.2 -1.0 0.1 -0.678
C 4.68013 0.58985 3.43010 -1.5 0.0 0.5 -0.750
C 3.10587 0.37186 3.42400 0.6 0.2 0.4 -1.307
N 2.27856 1.20361 4.42908 -0.4 1.2 -1.0 0.336
C 2.64771 0.99305 5.90666 -0.9 -1.0 -0.3 -0.429
C 1.47454 0.12231 6.50565 2.8 -0.5 1.2 -0.647
C 0.31708 0.55810 5.79240 -2.6 1.4 -2.1 -0.407
C 0.73403 0.82069 4.35252 1.2 -0.4 -0.2 -0.620
C 2.45649 2.71398 4.02431 -0.1 -1.7 0.4 -1.087
H 3.74639 -1.00876 1.28731 -0.2 0.3 0.6 0.302
H 5.31371 -1.71791 1.51587 0.2 0.1 -0.1 0.319
H 4.90208 -0.58863 0.18055 0.6 -0.2 0.0 0.322
H 5.32173 1.31797 1.42801 -0.6 0.2 0.3 0.338
H 6.37987 0.27687 2.25863 0.1 -0.1 -0.1 0.368
H 5.04158 1.52943 3.84803 -0.4 0.2 0.1 0.476
H 4.97405 -0.16548 4.15891 0.8 -0.1 -0.3 0.446
H 2.93594 -0.67828 3.66156 -0.2 0.1 0.3 0.498
H 2.70125 0.47000 2.41666 -0.3 0.7 0.2 0.781
H 2.67870 1.99904 6.32513 0.3 -0.3 0.3 0.396
H 3.57362 0.42002 5.95590 0.1 0.6 0.1 0.207
H 1.30835 0.31449 7.56563 0.5 -0.1 0.1 0.363
H 1.71871 -0.93607 6.41445 0.0 0.0 -0.2 0.305
H -0.04136 1.45063 6.30525 -0.3 0.3 -0.4 0.311
H -0.53158 -0.11878 5.69388 0.0 -0.2 0.6 0.384
H 0.13096 1.50866 3.75999 0.4 0.4 0.2 0.392
H 0.70818 -0.11113 3.78758 0.1 -0.1 0.0 0.205
H 3.51613 2.96924 4.03513 -0.1 -0.2 0.1 0.355
H 1.93045 3.31669 4.76466 -0.2 0.0 -0.3 0.475
H 2.06262 2.76630 3.00931 -0.1 0.3 0.2 0.431
C -6.33023 -0.92469 3.74754 0.8 0.5 -0.3 -1.117
C -5.44325 0.13635 3.00609 -0.2 -1.7 0.2 -0.632
C -5.40676 -0.12584 1.52244 -1.0 0.2 -1.3 -0.641
C -4.86688 -1.46607 0.98663 0.2 -0.1 0.2 -0.997
N -5.53466 -2.01748 -0.31133 1.4 1.1 0.2 0.344
C -4.62756 -3.16389 -0.86268 -0.8 0.3 -0.8 -0.643
C -3.94439 -2.62005 -2.14316 0.5 -0.9 0.7 -0.567
C -4.92210 -1.60367 -2.69614 0.9 0.3 0.6 -0.635
C -5.40118 -0.88160 -1.39800 -0.9 -1.1 -0.9 -0.566
C -6.99801 -2.44460 -0.11973 0.5 1.5 0.4 -0.981
H -7.37483 -0.90114 3.43711 -0.1 0.5 0.3 0.311
H -6.20520 -0.86194 4.82852 -0.4 0.2 -0.1 0.376
H -6.04384 -1.94227 3.48183 0.4 0.0 0.0 0.281
H -4.39506 0.07041 3.29774 0.0 0.0 0.7 0.284
H -5.75632 1.17296 3.13064 -0.2 -0.2 0.3 0.364
H -4.82980 0.69800 1.10228 0.2 -0.2 -0.3 0.319
H -6.40556 0.02147 1.11161 -0.3 0.0 0.0 0.433
H -4.85103 -2.31377 1.67165 -0.5 0.2 0.3 0.570
H -3.80977 -1.26940 0.80793 0.1 -0.4 -0.8 0.503
H -5.36271 -3.92468 -1.12510 0.3 -0.2 -0.1 0.386
H -3.93872 -3.56866 -0.12122 -0.3 0.3 0.2 0.354
H -3.63792 -3.44518 -2.78610 -0.8 -0.2 -0.3 0.402
H -2.94383 -2.22569 -1.96584 -0.2 0.7 0.6 0.332
H -5.69721 -2.08164 -3.29518 -0.3 0.1 0.4 0.334
H -4.38446 -0.93386 -3.36726 -0.2 0.3 0.1 0.390
H -6.37258 -0.42637 -1.59095 -0.1 -0.1 0.5 0.328
H -4.72956 -0.11263 -1.01626 0.2 -0.4 -0.2 0.326
H -7.48618 -1.63817 0.42749 0.1 0.3 -0.2 0.386
H -7.16458 -3.29045 0.54729 0.6 -0.4 -0.6 0.351
H -7.46173 -2.47643 -1.10566 0.1 -0.6 0.2 0.391
C 1.16614 -4.88198 0.70159 -0.5 -0.3 -0.3 -1.128
C 1.60518 -5.87230 -0.39986 0.8 -0.7 1.2 -0.564
C 2.15406 -7.26621 0.18889 -1.0 1.0 -0.4 -0.543
C 3.45172 -7.12073 0.91673 0.4 -0.8 0.6 -0.658
N 3.80908 -8.40001 1.75357 0.8 1.2 0.6 0.007
C 2.97728 -8.60802 3.01488 -0.3 -1.2 0.5 -0.552
C 3.84360 -9.31585 4.10024 0.6 0.3 -1.4 -0.648
C 5.28935 -8.87816 3.70318 -0.1 -0.2 0.1 -0.658
C 5.21607 -8.15303 2.37235 -1.5 0.5 -1.2 -0.589
C 3.84508 -9.64158 0.88992 -0.4 0.4 1.7 -0.911
H 0.74252 -3.95076 0.32546 0.2 0.0 -0.4 0.430
H 1.98386 -4.59477 1.36261 0.1 -0.1 0.0 0.232
H 0.35693 -5.29521 1.30368 0.1 -0.2 0.2 0.297
H 2.42571 -5.41667 -0.95415 0.2 0.0 -0.1 0.307
H 0.84471 -6.07669 -1.15352 -0.2 0.0 0.3 0.370
H 2.26581 -7.92997 -0.66844 0.1 -0.1 0.1 0.372
H 1.49149 -7.76592 0.89557 -0.7 0.3 -0.2 0.387
H 3.50493 -6.33617 1.67154 -0.4 0.1 -0.2 0.329
H 4.21262 -6.92165 0.16209 0.6 -0.4 0.4 0.422
H 2.12184 -9.24956 2.80332 -0.2 0.5 -0.2 0.367
H 2.68347 -7.67077 3.48747 -0.1 0.3 -0.8 0.390
H 3.82284 -10.40562 4.09195 -0.4 0.1 -0.2 0.304
H 3.48991 -8.99793 5.08101 0.3 0.1 -0.1 0.390
H 5.92464 -9.75821 3.60319 0.2 0.3 0.5 0.329
H 5.62955 -8.13585 4.42521 0.6 -0.5 0.1 0.335
H 5.79380 -8.40597 1.48333 1.0 0.0 0.8 0.500
H 5.23435 -7.08157 2.57162 0.3 0.0 -0.3 0.324
H 2.79357 -9.92836 0.87647 0.3 -0.4 -0.9 0.367
H 4.40707 -10.36402 1.48181 -0.1 -0.2 -0.3 0.465
H 4.35858 -9.45077 -0.05242 -0.4 0.0 0.0 0.324
Br -0.43795 1.06726 -0.24169 0.0 0.0 0.1 -0.943
```
Positions in Å, forces in eV/Å.

=====

No. 2
A cluster of 2 separate species, C4H14N3O in total, computed with ωB97M-V/def2-TZVPD.

Summary:
frontier orbital gap	9.525	eV
strongest force on any atom	0.0182	hartree/bohr
energy above the lowest of the compared OMol25 structures with the same formula, charge and spin	254.9	kJ/mol
HOMO energy	-12.964	eV
LUMO level	-3.44	eV
net charge	+1
DFT total energy	-400.0355	a.u.

The geometry in XYZ format:
```
22
Properties=species:S:1:pos:R:3:forces:R:3:mulliken_charge:R:1
C -1.95565 1.45452 1.00962 -0.1 0.2 0.5 -0.416
C -1.22586 1.27613 -0.09825 -0.2 -0.6 0.0 -0.002
N -1.62753 1.20146 -1.38254 0.1 -0.3 -0.1 -0.468
N -1.23614 1.45610 2.30328 0.6 -0.7 0.1 -0.299
H -3.00654 1.63036 1.15992 -0.1 0.0 -0.4 0.428
H -0.16382 1.06923 -0.00486 0.1 0.3 0.1 0.123
H -0.93678 0.74874 -1.97105 0.2 0.1 0.0 0.328
H -2.56640 0.91722 -1.59819 -0.3 0.3 0.1 0.243
H -1.60512 0.76649 2.96965 -0.2 0.2 -0.2 0.371
H -1.20504 2.35037 2.78565 -0.1 0.3 0.0 0.370
H -0.26583 1.16136 2.15287 0.0 0.2 0.0 0.290
C 1.14909 -1.36460 0.22378 -0.3 -0.2 0.6 -0.243
O 1.71847 -2.48120 0.88791 0.1 0.3 -0.1 -0.536
C 1.66402 -1.27526 -1.19361 0.4 0.3 0.2 -0.513
N 1.19737 -0.05753 -1.88962 0.0 -0.3 0.4 -0.538
H 0.05444 -1.42969 0.27787 0.0 0.1 -0.3 0.313
H 1.44975 -0.47481 0.79600 0.0 0.1 -0.1 0.075
H 1.04149 -3.14382 1.01015 -0.1 -0.3 0.0 0.331
H 2.75361 -1.27098 -1.10158 0.0 -0.2 -0.2 0.307
H 1.37991 -2.17376 -1.73552 -0.1 0.0 -0.1 0.349
H 1.23544 -0.24987 -2.87815 0.0 0.2 -0.3 0.261
H 1.88018 0.67335 -1.71675 -0.1 0.1 -0.2 0.226
```
Positions in Å, forces in eV/Å.